[1]
Here is a structure of composition C29H47N3O7SeSi4TeTi from the OMol25 dataset. Energies are from the ωB97M-V functional and the def2-TZVPD basis.

Structure (XYZ):
```
93
C29H47N3O7SeSi4TeTi the ωB97M-V functional and the def2-TZVPD basis
Ti 0.78 -1.66 0.90
C -3.24 -2.54 0.44
C -1.80 -2.96 0.50
O -1.10 -2.39 1.37
C -1.26 -4.02 -0.33
C -2.09 -4.89 -1.05
C -1.57 -5.98 -1.70
C -0.19 -6.23 -1.62
C 0.65 -5.40 -0.93
C 0.13 -4.26 -0.30
O 0.96 -3.40 0.28
H -3.26 -1.46 0.59
H -3.78 -3.01 1.27
H -3.72 -2.80 -0.49
H -3.16 -4.71 -1.08
H -2.21 -6.64 -2.26
H 0.22 -7.09 -2.14
H 1.72 -5.57 -0.89
C -1.11 -1.65 4.48
C 0.33 -1.92 4.23
N 0.99 -1.73 3.10
C 2.31 -2.04 3.35
C 2.45 -2.44 4.64
N 1.19 -2.35 5.17
C 3.58 -2.90 5.48
O 4.76 -2.96 4.91
O 3.37 -3.19 6.63
C 3.27 -1.93 2.23
O 4.45 -2.20 2.36
O 2.68 -1.52 1.14
H -1.62 -1.52 3.53
H -1.21 -0.72 5.05
H -1.56 -2.46 5.05
H 0.99 -2.56 6.14
H 4.73 -2.68 3.95
C 0.46 4.50 2.15
Si -1.03 4.36 1.03
C -1.21 5.95 0.03
C -2.57 4.19 2.10
Si -0.84 2.46 -0.37
Te -0.43 0.78 1.47
Si 0.72 3.13 -2.02
C 2.08 4.15 -1.24
C -0.31 4.23 -3.15
C 1.54 1.87 -3.15
Si -2.98 2.00 -1.24
C -4.13 1.48 0.16
C -3.74 3.52 -2.04
C -2.94 0.62 -2.51
H 0.29 5.28 2.90
H 1.36 4.75 1.59
H 0.65 3.56 2.67
H -1.38 6.79 0.70
H -2.05 5.90 -0.66
H -0.31 6.16 -0.55
H -2.59 4.99 2.84
H -2.60 3.24 2.62
H -3.48 4.28 1.49
H 1.68 5.07 -0.81
H 2.82 4.43 -1.99
H 2.59 3.59 -0.45
H -0.91 4.95 -2.61
H -0.98 3.63 -3.78
H 0.36 4.78 -3.82
H 2.27 1.25 -2.63
H 2.06 2.43 -3.94
H 0.82 1.21 -3.62
H -4.44 2.35 0.75
H -3.66 0.78 0.84
H -5.03 1.03 -0.26
H -3.80 4.36 -1.33
H -4.76 3.28 -2.36
H -3.18 3.86 -2.91
H -2.53 -0.31 -2.08
H -2.31 0.89 -3.36
H -3.95 0.42 -2.88
Se 0.41 -0.87 -1.40
C 1.10 -2.29 -2.49
C 2.41 -2.73 -2.43
C 2.81 -3.75 -3.27
N 2.02 -4.34 -4.16
C 0.76 -3.90 -4.23
C 0.26 -2.88 -3.43
H 3.11 -2.30 -1.71
H 3.84 -4.11 -3.23
H 0.12 -4.39 -4.95
H -0.77 -2.57 -3.53
C 4.59 1.79 0.65
O 3.21 1.48 0.60
H 4.92 2.35 -0.22
H 5.21 0.89 0.75
H 4.74 2.40 1.54
H 3.05 0.79 -0.06
```

Values from the calculation:
- Gap between HOMO and LUMO: 6.191 eV
- LUMO level: -0.04049 Ha
- Calculated total energy: -6501.42049 a.u.



[2]
Here is a structure of composition C29H48NP3RhS2 from the OMol25 dataset. Energies are from the ωB97M-V functional and the def2-TZVPD basis.

Structure (XYZ):
```
84
C29H48NP3RhS2 the ωB97M-V functional and the def2-TZVPD basis
Rh 0.64 -0.61 0.49
P -1.63 -1.00 0.67
P 1.15 0.78 2.12
P 1.08 -2.53 1.47
H 0.76 0.49 -4.14
C 0.70 -0.54 -4.52
C -0.28 -1.38 -4.09
H -1.16 -1.03 -3.51
C -2.82 0.06 -0.28
C -2.20 -0.81 2.40
C -2.26 -2.64 0.13
C 2.73 1.55 1.69
C 0.04 2.19 2.43
C 1.44 0.17 3.81
C 0.87 -3.97 0.31
C 0.22 -3.17 2.97
C 2.86 -2.66 1.89
H 1.51 -0.88 -5.13
H -0.18 -2.46 -4.20
H -2.55 0.15 -1.35
H -2.91 1.07 0.14
H -3.83 -0.39 -0.26
H -1.84 0.13 2.84
H -1.86 -1.63 3.04
H -3.30 -0.80 2.39
H -1.72 -2.97 -0.78
H -3.32 -2.53 -0.15
H -2.18 -3.42 0.89
H 3.21 1.92 2.60
H 2.60 2.40 1.00
H 3.39 0.84 1.20
H -0.11 2.40 3.49
H -0.95 2.03 2.00
H 0.40 3.12 1.97
H 1.69 1.00 4.49
H 2.25 -0.55 3.87
H 0.54 -0.32 4.20
H 1.77 -4.59 0.41
H 0.81 -3.64 -0.74
H -0.02 -4.59 0.49
H 0.76 -4.07 3.33
H -0.82 -3.48 2.81
H 0.24 -2.45 3.79
H 3.30 -3.46 1.28
H 2.96 -2.94 2.95
H 3.46 -1.75 1.73
C 3.77 -2.42 -2.22
C 5.04 -2.59 -1.64
C 5.87 -3.63 -2.10
C 5.46 -4.49 -3.13
C 4.26 -4.22 -3.80
C 3.41 -3.20 -3.34
S 2.71 -1.33 -1.48
H -0.09 0.52 -1.30
H 5.36 -1.88 -0.88
H 6.85 -3.76 -1.65
H 6.07 -5.32 -3.42
H 3.98 -4.82 -4.64
H 2.44 -3.00 -3.83
N -0.02 1.25 -0.55
S 0.86 2.75 -1.41
C -0.04 4.02 -0.49
C -1.42 3.98 -0.32
C -2.08 5.03 0.34
C -1.38 6.12 0.80
C 0.03 6.18 0.62
C 0.71 5.12 0.02
C -0.11 3.01 -2.92
C 0.11 4.23 -3.58
C -0.70 4.60 -4.65
C -1.71 3.73 -5.10
C -1.91 2.50 -4.47
C -1.08 2.12 -3.40
H -1.00 1.59 -0.52
H -2.00 3.18 -0.81
H -3.16 4.95 0.49
H -1.87 6.92 1.33
H 0.60 7.04 0.98
H 1.78 5.13 -0.14
H 0.90 4.88 -3.22
H -0.55 5.57 -5.13
H -2.33 4.01 -5.94
H -2.67 1.81 -4.83
H -1.17 1.12 -2.98
```

Values from the calculation:
- Gap between HOMO and LUMO (alpha / beta): 4.924 / 4.081 eV
- <S²>: 6.04
- Multiplicity: 5
- LUMO level (alpha / beta): -0.31621 / -0.44521 Ha
- Charge: +3
- Calculated total energy: -3118.47013 a.u.



[3]
Here is a structure of composition C29H49Cl3N3O3SiTi from the OMol25 dataset. Energies are from the ωB97M-V functional and the def2-TZVPD basis.

Structure (XYZ):
```
89
C29H49Cl3N3O3SiTi the ωB97M-V functional and the def2-TZVPD basis
C 3.81 -2.64 -2.60
C 4.10 -2.94 -1.15
H 4.04 -1.60 -2.86
H 2.78 -2.88 -2.88
H 4.49 -3.26 -3.23
C 5.37 -3.03 -0.78
C 6.52 -2.72 -1.70
H 5.70 -3.45 0.19
H 6.52 -1.67 -2.02
H 6.47 -3.34 -2.62
H 7.47 -2.92 -1.18
Ti -0.64 -0.99 -0.96
Cl -1.17 -1.41 -3.04
Cl -0.83 -3.10 -0.13
C -2.84 -1.20 0.88
O -2.01 -0.45 0.26
N -3.26 -0.94 2.10
C -2.78 0.23 2.86
C -4.05 -1.91 2.82
H -3.19 -2.12 0.41
H -3.00 1.18 2.35
H -1.70 0.16 3.09
H -3.33 0.20 3.81
H -4.89 -2.23 2.21
H -4.42 -1.45 3.73
H -3.45 -2.79 3.07
H 0.19 3.28 -4.44
H 2.18 2.12 -1.39
C 0.60 3.81 -3.56
C 1.62 3.07 -1.44
N 0.51 2.96 -2.37
H 0.03 4.74 -3.42
C -0.46 2.05 -2.30
O -0.46 1.08 -1.50
H 1.30 3.37 -0.44
H -1.28 2.16 -3.05
H 1.65 4.04 -3.74
H 2.30 3.84 -1.84
O 1.88 -2.38 -0.15
C 2.93 -3.35 -0.28
C 4.18 -3.44 1.98
C 3.22 -3.94 1.10
H 4.78 -2.58 1.69
C 4.31 -4.02 3.26
H 2.46 -4.17 -0.83
C 2.42 -5.01 1.48
H 5.05 -3.61 3.95
C 3.51 -5.08 3.65
C 2.55 -5.57 2.75
H 1.66 -5.37 0.78
H 3.62 -5.55 4.63
H 1.90 -6.39 3.05
Si 1.98 -0.79 0.88
Cl 2.59 -0.06 -1.05
C 3.61 0.00 1.46
C 1.43 -1.65 2.56
C 0.74 0.68 1.15
H 4.14 -0.58 2.22
H 3.37 0.96 1.90
H 4.30 0.21 0.64
H 0.56 1.27 0.23
H 1.24 1.35 1.87
H -0.21 0.39 1.59
H 2.24 -1.70 3.31
H 1.07 -2.67 2.43
H 0.62 -1.11 3.07
C -2.83 4.78 -1.61
N -2.98 4.40 -0.17
C -4.11 5.17 0.43
C -3.10 2.91 0.12
C -4.11 2.29 -0.77
C -5.50 2.36 -0.54
C -6.37 1.85 -1.52
C -5.88 1.29 -2.69
C -4.45 1.14 -2.87
C -3.67 1.67 -1.90
H -3.75 4.53 -2.15
H -1.99 4.24 -2.05
H -2.67 5.87 -1.66
H -2.12 4.72 0.31
H -5.04 4.93 -0.12
H -4.20 4.89 1.49
H -3.89 6.25 0.33
H -2.10 2.49 -0.07
H -3.33 2.84 1.19
H -5.90 2.81 0.37
H -7.46 1.89 -1.36
H -6.54 0.93 -3.48
H -4.06 0.65 -3.75
```

Values from the calculation:
- Gap between HOMO and LUMO (alpha / beta): 5.206 / 5.205 eV
- <S²>: 0.75
- Multiplicity: 2
- LUMO level (alpha / beta): -0.02043 / -0.02044 Ha
- Calculated total energy: -4043.89165 a.u.



[4]
Here is a structure of composition C29H49ClNO2PTi from the OMol25 dataset. Energies are from the ωB97M-V functional and the def2-TZVPD basis.

Structure (XYZ):
```
84
C29H49ClNO2PTi the ωB97M-V functional and the def2-TZVPD basis
Ti 1.18 0.51 2.19
Cl 2.24 -0.54 3.80
P -0.18 -0.06 -0.27
C -0.62 -0.94 1.17
H -0.18 -1.92 1.29
H -1.57 -0.68 1.63
C 1.63 0.33 -0.28
C -1.07 1.56 -0.21
C 2.18 0.71 -1.67
H 1.75 1.26 0.35
C 3.60 1.25 -1.49
H 2.19 -0.17 -2.32
H 1.56 1.47 -2.16
C 4.50 0.21 -0.82
H 4.01 1.53 -2.47
H 3.56 2.16 -0.87
C 3.93 -0.25 0.52
H 4.61 -0.65 -1.48
H 5.51 0.63 -0.67
C 2.49 -0.76 0.37
H 4.55 -1.03 0.97
H 3.94 0.60 1.23
H 2.44 -1.67 -0.26
H 2.12 -1.08 1.38
C -0.65 -1.09 -1.70
C -2.58 1.38 -0.45
H -0.95 1.91 0.84
C -3.32 2.71 -0.24
H -2.76 1.01 -1.48
H -2.99 0.62 0.23
C -2.72 3.87 -1.05
H -4.38 2.58 -0.50
H -3.29 2.96 0.83
C -1.20 3.98 -0.91
H -2.98 3.73 -2.11
H -3.18 4.81 -0.73
C -0.47 2.65 -1.12
H -0.81 4.71 -1.64
H -0.94 4.36 0.09
H -0.56 2.33 -2.18
H 0.60 2.80 -0.92
C 0.25 -2.33 -1.82
H -1.66 -1.43 -1.41
C -0.33 -3.30 -2.85
H 1.26 -2.03 -2.13
H 0.34 -2.84 -0.85
C -0.59 -2.64 -4.21
H 0.36 -4.15 -2.98
H -1.28 -3.71 -2.46
C -1.36 -1.31 -4.10
H 0.37 -2.46 -4.71
H -1.15 -3.33 -4.86
C -0.75 -0.37 -3.06
H -1.38 -0.81 -5.07
H -2.40 -1.53 -3.81
H 0.25 -0.05 -3.38
H -1.36 0.54 -2.98
C -1.14 -4.07 0.83
C -2.09 -3.05 0.91
H -0.83 -4.50 -0.14
C -2.83 -2.81 2.19
H -2.53 -2.63 -0.01
C -1.85 -2.96 3.37
H -3.30 -1.82 2.19
H -3.64 -3.54 2.33
C -1.20 -4.34 3.35
H -1.08 -2.18 3.29
H -2.38 -2.81 4.32
C -0.44 -4.60 2.03
H -0.52 -4.45 4.20
H -1.98 -5.10 3.46
H 0.57 -4.15 2.11
H -0.26 -5.68 1.92
O 2.95 3.64 0.54
C 2.27 3.60 1.57
C 1.71 4.75 2.38
C 0.52 4.17 3.12
C 0.63 2.73 2.84
O -0.15 1.73 3.11
N 1.73 2.43 2.11
H 2.49 5.08 3.09
H 1.47 5.60 1.74
H 0.58 4.35 4.21
H -0.45 4.57 2.77
```

Values from the calculation:
- Gap between HOMO and LUMO (alpha / beta): 2.647 / 3.428 eV
- <S²>: 0.76
- Multiplicity: 2
- LUMO level (alpha / beta): 0.09146 / 0.09132 Ha
- Charge: -1
- Calculated total energy: -2990.64037 a.u.



[5]
Here is an isolated molecule of C29H50BCl2NO4S from the OMol25 dataset. Energies are from the ωB97M-V functional and the def2-TZVPD basis.

Structure (XYZ):
```
88
C29H50BCl2NO4S the ωB97M-V functional and the def2-TZVPD basis
C -4.00 -2.80 -3.98
C -3.50 -4.30 -4.08
C -2.51 -4.70 -2.90
C -1.04 -4.53 -3.45
C 0.08 -4.62 -2.33
C -0.20 -5.81 -1.30
C -0.91 -5.18 -0.03
C 0.20 -4.88 1.06
C 0.02 -3.42 1.65
C 1.44 -2.85 2.06
C 1.89 -1.69 1.06
C 1.91 -0.30 1.81
C 2.28 0.92 0.89
C 1.18 2.07 0.77
C 1.94 3.23 -0.04
C 3.14 3.77 0.58
C 3.78 4.85 -0.15
C 3.15 5.23 -1.38
N 2.08 4.74 -2.02
C 1.49 3.73 -1.32
C 0.81 2.69 2.19
Cl 2.13 2.52 3.47
C 0.43 4.22 2.19
B -0.25 4.56 3.64
O -1.29 3.77 4.19
C 0.23 5.84 4.48
C 1.80 5.98 4.63
O -0.55 4.62 1.19
S -1.67 3.44 0.91
O -2.83 4.16 0.39
O -1.07 2.58 -0.35
C -0.12 1.56 -0.03
C -0.96 0.46 0.76
C -2.42 0.22 0.16
C 0.31 0.80 -1.37
C -0.70 0.88 -2.55
C -0.93 -0.60 -3.09
Cl -0.06 1.77 -4.02
H -3.36 -2.21 -4.69
H -5.04 -2.74 -4.37
H -3.95 -2.40 -2.94
H -4.39 -4.97 -4.00
H -2.94 -4.43 -5.03
H -2.74 -4.00 -2.05
H -2.67 -5.75 -2.57
H -0.83 -5.25 -4.27
H -0.97 -3.50 -3.88
H 0.20 -3.65 -1.79
H 1.04 -4.85 -2.87
H -0.85 -6.57 -1.79
H 0.76 -6.31 -1.04
H -1.72 -5.85 0.36
H -1.40 -4.24 -0.37
H 0.14 -5.62 1.89
H 1.22 -4.92 0.60
H -0.63 -3.50 2.56
H -0.53 -2.77 0.93
H 2.22 -3.65 2.01
H 1.41 -2.42 3.09
H 2.92 -1.85 0.68
H 1.15 -1.72 0.22
H 0.99 -0.15 2.43
H 2.72 -0.44 2.58
H 2.58 0.53 -0.12
H 3.24 1.31 1.31
H 3.61 3.44 1.52
H 4.69 5.34 0.24
H 3.65 6.08 -1.90
H 0.60 3.31 -1.84
H -0.02 2.16 2.71
H 1.30 4.91 2.11
H -0.98 3.38 5.03
H -0.19 6.80 4.06
H -0.20 5.77 5.52
H 2.13 7.02 4.40
H 2.38 5.27 4.00
H 2.06 5.77 5.69
H -1.14 0.66 1.84
H -0.48 -0.55 0.71
H -2.41 -0.33 -0.81
H -3.05 1.13 0.17
H -2.90 -0.49 0.89
H 1.30 1.18 -1.75
H 0.50 -0.28 -1.15
H -1.72 1.26 -2.32
H -1.86 -0.64 -3.70
H -1.02 -1.33 -2.24
H -0.07 -0.88 -3.74
```

Values from the calculation:
- Gap between HOMO and LUMO: 9.551 eV
- LUMO level: 0.00974 Ha
- Calculated total energy: -2834.04715 a.u.